Here is C42H49As2LiN2OS as an isolated structure from OMol25. Energies are from ωB97M-V with the def2-TZVPD basis set.

The calculation puts the molar mass at 786.72 g/mol. The calculation puts the total energy at -6691.955399 hartree. The calculation puts the HOMO energy at -6.870 eV. The energy above the lowest of the compared OMol25 structures with the same formula, charge and spin comes out at 0.0 kcal per mole. For the HOMO-LUMO gap, the calculation gives 7.4 eV.

Each line ends with the Mulliken charge.
Atoms and positions in Å:
Li1 -0.904882 0.080885 0.104323  -0.214
C1 0.296999 -3.207009 -1.282262  -1.094
C2 1.648326 -2.773028 -0.715978  -1.828
As1 1.570508 -1.231488 0.512493  1.614
C3 1.471816 -2.040026 2.278387  0.356
C4 1.494698 -3.405681 2.527198  -0.606
C5 1.362766 -3.886976 3.824271  -0.754
C6 1.217946 -3.005265 4.884901  -0.582
C7 1.195528 -1.637370 4.644881  -0.807
C8 1.311525 -1.160306 3.348376  -0.283
C9 3.463134 -0.776871 0.415856  0.250
C10 3.935829 -0.298743 -0.805730  0.251
C11 5.262684 0.075144 -0.947181  -0.689
C12 6.128754 -0.013625 0.135145  -0.609
C13 5.662034 -0.481312 1.354110  -0.715
C14 4.333207 -0.864267 1.495540  -0.662
As2 -0.749502 -1.686424 -1.999136  0.709
C15 -1.756145 -2.591011 -3.395035  0.156
C16 -2.127512 -1.876202 -4.531407  -0.516
C17 -2.901817 -2.474313 -5.513637  -0.641
C18 -3.320009 -3.790387 -5.366800  -0.442
C19 -2.962670 -4.503870 -4.232861  -0.678
C20 -2.185566 -3.905761 -3.249008  -0.345
C21 0.600223 -0.816764 -3.102635  0.589
C22 0.746136 0.561267 -2.979015  -0.656
C23 1.701815 1.236574 -3.731822  -0.343
C24 2.518319 0.533782 -4.603332  -0.703
C25 2.375438 -0.844587 -4.733876  -0.662
C26 1.415070 -1.514415 -3.992679  -0.520
H1 -0.325257 -3.654064 -0.503220  0.564
H2 0.433859 -3.953497 -2.067131  0.621
H3 2.296315 -2.422501 -1.519657  0.489
H4 2.169633 -3.603389 -0.237833  0.838
H5 1.604872 -4.111683 1.713951  0.274
H6 1.376171 -4.954428 4.004732  0.391
H7 1.122701 -3.382666 5.895216  0.422
H8 1.084765 -0.941729 5.468242  0.432
H9 1.274451 -0.091106 3.164791  0.339
H10 3.263090 -0.204012 -1.652162  -0.144
H11 5.617673 0.444734 -1.901134  0.458
H12 7.164209 0.283126 0.027890  0.375
H13 6.333381 -0.552807 2.200613  0.408
H14 3.980731 -1.231890 2.451393  0.378
H15 -1.803819 -0.848652 -4.654486  0.349
H16 -3.180047 -1.911192 -6.395338  0.391
H17 -3.924586 -4.256769 -6.133831  0.371
H18 -3.289175 -5.528746 -4.110345  0.385
H19 -1.919910 -4.474740 -2.365778  0.344
H20 0.116526 1.119184 -2.291740  0.325
H21 1.806252 2.308805 -3.626191  0.440
H22 3.265532 1.056693 -5.186804  0.403
H23 3.009571 -1.393232 -5.418786  0.428
H24 1.296248 -2.586559 -4.108942  0.422
C27 -2.416404 -2.135295 4.633007  -1.042
N1 -2.140461 -0.804705 4.159395  0.295
C28 -2.182471 0.344991 5.049980  -0.646
C29 -1.795296 1.506995 4.121090  -0.501
N2 -1.911071 0.898990 2.804892  0.470
C30 -2.049565 -0.429163 2.868770  0.279
S1 -2.110714 -1.472941 1.540097  -0.413
H25 -1.730870 -2.388697 5.443995  0.358
H26 -2.271254 -2.833866 3.813179  0.294
H27 -3.444425 -2.216986 4.998301  0.292
H28 -1.480885 0.215846 5.875870  0.372
H29 -3.185897 0.465177 5.470720  0.335
H30 -0.775257 1.852267 4.302628  0.205
H31 -2.468326 2.357232 4.219306  0.432
H32 -1.729370 1.390278 1.916909  -0.604
C31 -4.144968 1.950611 0.078526  -1.521
C32 -3.484827 2.717069 -1.070817  0.417
C33 -3.110585 1.766296 -2.211383  -1.336
C34 -2.324248 3.598707 -0.646326  0.417
C35 -2.418022 4.966290 -0.870707  -0.986
C36 -1.389441 5.834730 -0.539776  -1.255
C37 -0.238369 5.307367 0.021159  -0.992
C38 -0.092094 3.945446 0.266424  0.334
C39 1.228317 3.465282 0.841889  0.393
C40 2.020995 2.628704 -0.161584  -1.056
C41 1.095555 2.726505 2.174124  -1.131
C42 -1.150526 3.064129 -0.061091  0.466
O1 -1.065186 1.764436 0.166778  1.181
H33 -5.078081 1.494576 -0.262374  0.474
H34 -4.379380 2.618690 0.910250  0.351
H35 -3.502401 1.151689 0.448105  0.099
H36 -4.241515 3.402999 -1.465538  0.655
H37 -2.393583 1.018993 -1.869265  -0.067
H38 -2.664526 2.311581 -3.045828  0.376
H39 -3.994578 1.237998 -2.578091  0.511
H40 -3.326076 5.357319 -1.318718  0.403
H41 -1.481804 6.898093 -0.718880  0.371
H42 0.582374 5.969339 0.279163  0.397
H43 1.811479 4.370111 1.041418  0.755
H44 1.469749 1.723967 -0.419885  -0.285
H45 2.987351 2.329142 0.252687  0.525
H46 2.202162 3.193518 -1.078504  0.421
H47 0.565171 1.784330 2.035509  -0.333
H48 0.547773 3.333212 2.899073  0.496
H49 2.083716 2.507915 2.588983  0.516

Forces on the atoms, in the same order (eV/Å):
Li 0.0 -0.4 -0.1
C 0.0 0.0 0.0
C -0.1 0.0 0.0
As -0.1 0.0 -0.1
C 0.0 0.0 0.0
C 0.0 0.0 0.0
C 0.0 0.0 0.0
C 0.0 0.0 0.0
C 0.0 0.0 0.0
C 0.0 0.0 0.0
C 0.0 0.0 0.0
C 0.0 0.0 0.0
C 0.0 0.0 0.0
C 0.0 0.0 0.0
C 0.0 0.0 0.0
C 0.0 0.0 0.0
As 0.1 0.1 0.1
C 0.0 0.0 0.0
C 0.0 0.0 0.0
C 0.0 0.0 0.0
C 0.0 0.0 0.0
C 0.0 0.0 0.0
C 0.0 0.0 0.0
C 0.0 0.0 0.0
C 0.0 0.0 0.0
C 0.0 0.0 0.0
C 0.0 0.0 0.0
C 0.0 0.0 0.0
C 0.0 0.0 0.0
H 0.0 0.0 0.0
H 0.0 0.0 0.0
H 0.0 0.0 0.0
H 0.0 0.0 0.0
H 0.0 0.0 0.0
H 0.0 0.0 0.0
H 0.0 0.0 0.0
H 0.0 0.0 0.0
H 0.0 0.0 0.0
H 0.0 0.0 0.0
H 0.0 0.0 0.0
H 0.0 0.0 0.0
H 0.0 0.0 0.0
H 0.0 0.0 0.0
H 0.0 0.0 0.0
H 0.0 0.0 0.0
H 0.0 0.0 0.0
H 0.0 0.0 0.0
H 0.0 0.0 0.0
H 0.0 0.0 0.0
H 0.0 0.0 0.0
H 0.0 0.0 0.0
H 0.0 0.0 0.0
H 0.0 0.0 0.0
C 0.0 0.0 0.0
N 0.0 0.0 0.0
C 0.0 0.0 0.0
C 0.0 0.0 0.0
N 0.0 0.2 -0.2
C 0.0 0.0 0.0
S 0.0 0.1 0.0
H 0.0 0.0 0.0
H 0.0 0.0 0.0
H 0.0 0.0 0.0
H 0.0 0.0 0.0
H 0.0 0.0 0.0
H 0.0 0.0 0.0
H 0.0 0.0 0.0
H 0.1 -0.2 0.1
C 0.0 0.0 0.0
C 0.0 0.0 0.0
C 0.0 0.0 0.0
C 0.0 0.1 0.0
C 0.0 0.0 0.0
C 0.0 0.0 0.0
C 0.0 0.0 0.0
C 0.0 0.0 0.0
C 0.0 0.0 0.0
C 0.0 0.0 0.0
C 0.0 0.0 0.0
C -0.1 -0.1 0.0
O 0.1 0.3 0.2
H 0.0 0.0 0.0
H 0.0 0.0 0.0
H 0.0 0.0 0.0
H 0.0 0.0 0.0
H 0.0 0.0 0.0
H 0.0 0.0 0.0
H 0.0 0.0 0.0
H 0.0 0.0 0.0
H 0.0 0.0 0.0
H 0.0 0.0 0.0
H 0.0 0.0 0.0
H 0.0 0.0 0.0
H 0.0 0.0 0.0
H 0.0 0.0 0.0
H 0.0 0.0 0.0
H 0.0 0.0 0.0
H 0.0 0.0 0.0